Below is C5H6BeO2 as an isolated structure, with properties calculated with ωB97M-V/def2-TZVPD.

Cartesian coordinates (Å):
C (-1.258, -1.225, 0.139)
C (-0.335, -0.381, -0.026)
C (0.718, 0.607, 0.260)
C (0.448, 1.369, 1.527)
O (1.300, 1.642, 2.347)
Be (2.676, 0.653, 2.362)
H (-1.888, -1.954, 0.628)
H (0.742, 1.354, -0.555)
H (1.712, 0.141, 0.296)
H (-0.602, 1.678, 1.701)
C (-1.174, -0.743, -1.572)
O (-0.278, -1.308, -2.419)
H (-1.419, 0.286, -1.892)
H (-0.642, -2.118, -2.797)

## Properties
DFT total energy	-359.07751	a.u.
lowest unoccupied orbital energy (alpha / beta)	-0.7 / -0.7	eV
strongest force on any atom	4.9	eV/Å
orbital gap (alpha / beta)	5.27 / 5.27	eV
highest occupied orbital energy (alpha / beta)	-0.22030 / -0.22028	hartree